Entry 1:
The following is a quantum chemistry calculation of one molecule with the formula C3H2Cl2S3 at a distorted geometry, from the OMol25 dataset.

CARTESIAN COORDINATES (ANGSTROEM)
S 0.9532 1.3035 1.6445
C 0.9940 0.8076 0.0491
S 2.3729 0.7928 -0.8535
C -0.2994 0.2222 -0.4248
S -0.6420 0.4064 -2.0939
C -1.1042 -0.4761 0.6318
Cl -2.8853 -0.3551 0.6378
Cl -0.4816 -2.3315 0.4548
H 1.6905 -0.2878 -1.7144
H -0.5980 -0.0821 1.6686

Calculated values
**HOMO**: -0.33514 hartree
**Energy**: -2230.3596 a.u.
**E_LUMO**: -2.50 eV
**ΔE to the lowest compared entry with this formula, charge and spin**: 14.1 kcal per mole
**2S+1**: 1

Entry 2:
The following is a quantum chemistry calculation of one molecule with the formula C5H8, from the OMol25 dataset.

CARTESIAN COORDINATES (ANGSTROEM)
C -0.0660 -0.9541 0.8217
C -0.9648 -0.1244 -0.1221
C -0.2083 1.7765 -0.4054
C 0.3894 0.5118 -0.7295
C 1.1973 -0.1976 0.3700
H -0.0644 -2.0077 0.5300
H -0.3184 -0.8833 1.8818
H -1.5392 -0.6526 -0.8849
H -1.6182 0.5855 0.4017
H -0.8392 2.0475 -1.2792
H 0.5405 0.1690 -1.7583
H 2.0271 -0.8257 0.0405
H 1.5532 0.5302 1.1008

Calculated values
**HOMO**: -0.30656 hartree
**Energy**: -195.1462 a.u.
**E_LUMO**: 0.96 eV
**ΔE to the lowest compared entry with this formula, charge and spin**: 91.5 kcal per mole
**2S+1**: 1

Entry 3:
The following is a quantum chemistry calculation of one molecule with the formula C5H8O at a distorted geometry, from the OMol25 dataset.

CARTESIAN COORDINATES (ANGSTROEM)
C -0.7984 0.1669 -0.8840
C -0.2582 -1.2165 -0.4557
C 0.5417 -0.9823 0.8135
O -0.2692 0.1963 1.7984
C 0.7924 0.4761 0.8968
C 0.2482 1.1606 -0.3427
H -0.9472 0.2559 -1.9666
H -1.7644 0.3423 -0.4012
H 0.4740 -1.5817 -1.1961
H -1.0263 -1.9894 -0.3638
H 0.2311 -1.0182 1.9985
H 1.6973 0.8715 1.3558
H 1.0702 1.2999 -1.0550
H -0.1695 2.1497 -0.1183

Calculated values
**HOMO**: -0.34947 hartree
**Energy**: -270.4181 a.u.
**E_LUMO**: 1.02 eV
**ΔE to the lowest compared entry with this formula, charge and spin**: 87.7 kcal per mole
**2S+1**: 1